1.
{
  "formula": "C7H11N",
  "method": "ωB97M-V with the def2-TZVPD basis set",
  "smiles": "C=C1C=NC(C)(C)C1",
  "total_energy_ev": -8925.8512,
  "spin_multiplicity": 1,
  "total_charge": 0,
  "relative_energy_kcal_mol": 43.30,
  "elements": ["C", "C", "C", "N", "C", "C", "C", "C", "H", "H", "H", "H", "H", "H", "H", "H", "H", "H", "H"],
  "xyz": [[2.92, 0.14, -0.46], [1.65, -0.03, -0.03], [1.01, -1.28, 0.30], [-0.24, -1.39, 0.43], [-0.82, -0.06, 0.11], [-1.90, 0.26, 1.15], [-1.41, -0.15, -1.33], [0.49, 0.90, 0.28], [3.29, 1.17, -0.70], [3.56, -0.72, -0.75], [1.70, -2.10, 0.37], [-2.46, -0.66, 1.36], [-2.62, 1.12, 0.86], [-1.41, 0.37, 2.11], [-2.49, -0.08, -1.06], [-1.21, -1.15, -1.73], [-1.14, 0.59, -2.01], [0.59, 1.16, 1.37], [0.48, 1.89, -0.27]],
  "nbo_charge": [-0.376, -0.073, 0.071, -0.373, 0.106, -0.632, -0.626, -0.454, 0.208, 0.209, 0.177, 0.229, 0.216, 0.214, 0.215, 0.227, 0.216, 0.223, 0.223]
}

=====

2.
{
  "formula": "CH6N2Si",
  "method": "ωB97M-V with the def2-TZVPD basis set",
  "smiles": "CN1N[SiH2]1",
  "total_energy_ev": -11989.1062,
  "spin_multiplicity": 1,
  "total_charge": 0,
  "relative_energy_kcal_mol": 59.58,
  "elements": ["C", "N", "N", "Si", "H", "H", "H", "H", "H", "H"],
  "xyz": [[1.45, -0.49, -0.23], [0.27, 0.13, 0.35], [-0.97, -0.66, 0.33], [-1.28, 1.02, 0.31], [1.35, -1.52, 0.29], [1.37, -0.50, -1.30], [2.25, 0.03, 0.07], [-1.09, -1.17, -0.49], [-1.66, 1.63, -0.93], [-1.69, 1.53, 1.61]],
  "nbo_charge": [-0.390, -0.652, -0.862, 1.371, 0.199, 0.164, 0.199, 0.339, -0.195, -0.174]
}

=====

3.
{
  "formula": "C2H5FSi",
  "method": "ωB97M-V with the def2-TZVPD basis set",
  "smiles": "C=C[SiH2]F",
  "total_energy_ev": -12750.1534,
  "spin_multiplicity": 1,
  "total_charge": 0,
  "relative_energy_kcal_mol": 6.83,
  "elements": ["C", "C", "Si", "F", "H", "H", "H", "H", "H"],
  "xyz": [[1.34, 0.25, -0.97], [0.25, -0.34, -0.44], [-0.94, 0.15, 0.99], [-1.33, -1.22, 1.76], [1.75, -0.04, -1.92], [1.86, 1.08, -0.52], [-0.13, -1.01, -1.14], [-0.58, 0.94, 2.06], [-2.20, 0.20, 0.18]],
  "nbo_charge": [-0.327, -0.651, 1.474, -0.662, 0.189, 0.180, 0.214, -0.211, -0.206]
}

=====

4.
{
  "formula": "C5H10N5O",
  "method": "ωB97M-V with the def2-TZVPD basis set",
  "smiles": "CN(C)C(=O)Cc1nn[nH][nH+]1",
  "total_energy_ev": -14835.7058,
  "spin_multiplicity": 1,
  "total_charge": 1,
  "relative_energy_kcal_mol": 99.41,
  "elements": ["C", "N", "C", "C", "O", "C", "C", "N", "N", "N", "N", "H", "H", "H", "H", "H", "H", "H", "H", "H", "H"],
  "xyz": [[2.96, -0.06, 0.31], [1.73, -0.27, -0.49], [1.21, 1.03, -0.95], [0.75, -0.83, 0.36], [0.80, -0.86, 1.53], [-0.57, -1.41, -0.27], [-1.71, -0.63, 0.36], [-2.20, -0.67, 1.61], [-3.15, 0.23, 1.62], [-3.23, 0.80, 0.49], [-2.34, 0.29, -0.37], [2.90, 0.86, 0.92], [3.81, 0.04, -0.38], [3.20, -0.92, 0.95], [1.19, 1.79, -0.15], [1.82, 1.42, -1.77], [0.17, 0.95, -1.33], [-0.59, -1.35, -1.37], [-0.68, -2.47, 0.02], [-3.90, 1.53, 0.26], [-2.16, 0.52, -1.34]],
  "nbo_charge": [-0.430, -0.459, -0.414, 0.712, -0.517, -0.564, 0.436, -0.181, 0.104, -0.102, -0.325, 0.198, 0.221, 0.237, 0.197, 0.237, 0.160, 0.248, 0.300, 0.464, 0.477]
}

=====

5.
{
  "formula": "C3H8NO2S",
  "method": "ωB97M-V with the def2-TZVPD basis set",
  "smiles": "CC(C)=[S@](N)(=O)[O-]",
  "total_energy_ev": -19659.4566,
  "spin_multiplicity": 1,
  "total_charge": -1,
  "relative_energy_kcal_mol": 100.62,
  "elements": ["C", "C", "C", "S", "N", "O", "O", "H", "H", "H", "H", "H", "H", "H", "H"],
  "xyz": [[1.03, -0.96, -0.43], [0.50, 0.49, -0.14], [0.95, 1.08, 1.18], [-1.20, 0.23, 0.12], [-1.74, -0.44, -1.51], [-1.94, 1.58, 0.32], [-1.57, -0.71, 1.18], [0.62, -1.68, 0.16], [0.70, -1.22, -1.51], [2.05, -0.75, -0.47], [0.65, 0.49, 2.08], [0.47, 2.06, 1.30], [2.03, 1.26, 1.17], [-1.53, -1.51, -1.47], [-1.01, 0.08, -1.98]],
  "nbo_charge": [-0.659, -0.659, -0.661, 2.122, -1.029, -0.989, -1.006, 0.185, 0.174, 0.205, 0.171, 0.226, 0.186, 0.361, 0.374]
}